11
Properties=species:S:1:pos:R:3:forces:R:3:lowdin_charge:R:1 method="wB97M-V/def2-TZVPD" homo_ev=-9.32 homo_lumo_gap_ev=9.31 de_lowest_kcal_mol=121.7 energy_ha=-285.220713 lumo_ev=-0.016
C -0.955099 -0.653618 0.690701 -0.42 0.18 -0.12 -0.13
C 0.449278 -0.125300 0.663267 0.55 -0.95 0.06 -0.16
C 1.294194 0.031058 -0.357356 0.04 0.19 0.63 -0.14
O 1.035974 0.598763 -1.581491 -0.16 -0.41 -0.91 -0.06
C -0.922631 1.622272 -0.780653 0.01 0.22 -1.14 0.11
N -0.167170 1.213256 -1.621560 -0.25 0.20 1.32 -0.06
H -1.623796 -0.109370 1.349893 -0.06 0.22 0.02 0.07
H -1.393718 -0.693114 -0.298414 -0.18 -0.06 -0.02 0.06
H -0.917252 -1.680367 1.075880 0.17 0.16 -0.08 0.09
H 0.965881 -0.278435 1.597837 0.27 -0.31 0.13 0.10
H 2.335632 -0.273880 -0.335046 0.02 0.56 0.11 0.13



15
Properties=species:S:1:pos:R:3:forces:R:3:lowdin_charge:R:1 method="wB97M-V/def2-TZVPD" homo_ev=-13.11 homo_lumo_gap_ev=9.35 charge=+1 de_lowest_kcal_mol=154.6 energy_ha=-358.150030 lumo_ev=-3.759 smiles=C#CN(C[NH3+])NO
C 2.495354 -0.719432 0.619433 -0.51 0.05 -1.40 0.16
C 1.592576 -0.602052 -0.178507 0.37 -1.99 1.93 -0.16
N 0.467867 -0.171698 -0.756867 -0.31 2.19 -0.77 -0.18
C -0.859374 -0.707189 -0.841745 0.53 -1.52 -2.64 -0.10
N -1.517830 -0.606603 0.520472 -0.58 2.74 1.86 0.19
N 0.499471 1.207180 -0.681493 -3.25 2.17 -0.49 -0.01
O 0.154764 1.635387 0.692839 0.34 -0.61 0.67 -0.08
H 3.503146 -0.781619 0.897575 0.70 -0.26 0.60 0.03
H -0.764868 -1.763593 -1.355012 -0.45 1.55 2.08 0.19
H -1.524669 -0.195871 -1.629497 1.31 -0.05 1.60 0.17
H -2.481628 -0.200381 0.574698 0.23 -1.59 -0.69 0.19
H -1.123654 0.245649 1.077835 0.84 -1.02 -1.53 0.17
H -1.341405 -1.337794 1.199691 -0.38 -0.82 -0.24 0.16
H 1.390344 1.620116 -0.909001 0.42 -0.39 0.34 0.15
H -0.490101 2.377895 0.769578 0.75 -0.44 -1.31 0.12



86
Properties=species:S:1:pos:R:3:forces:R:3:lowdin_charge:R:1 method="wB97M-V/def2-TZVPD" homo_ev=-5.15 homo_lumo_gap_ev=7.45 charge=-1 energy_ha=-2760.535760 lumo_ev=2.303
C 3.310609 -0.706963 0.363478 -0.08 0.08 -0.34 -0.17
Si 3.550590 -2.042116 -0.944409 0.08 0.18 0.09 0.38
C 3.216802 -1.310923 -2.649203 -0.08 -0.30 0.26 -0.15
C 5.327571 -2.614989 -0.790431 -0.28 0.02 -0.23 -0.17
O 2.507213 -3.281679 -0.660798 0.09 0.37 0.08 -0.24
C 1.077042 -2.939477 -0.765142 0.34 -0.82 0.34 -0.35
C 0.226386 -4.057776 -0.236453 0.00 0.00 -0.32 -0.28
Al -1.749744 -3.945234 -0.716583 -0.04 -0.18 0.42 0.24
C -2.667876 -2.250747 -0.054617 -0.21 -0.08 -0.56 -0.31
C -2.942756 -1.243002 -1.186567 -0.12 0.35 0.52 -0.31
C -1.658352 -0.588699 -1.654543 -0.44 -0.18 0.15 -0.28
O -1.843144 0.285401 -2.777119 0.26 -0.17 -0.06 -0.09
H 2.298019 -0.301092 0.319287 -0.05 -0.04 0.09 0.02
H 3.982765 0.133351 0.171733 0.10 -0.02 0.11 0.03
H 3.490192 -1.098347 1.365492 0.04 0.04 0.04 0.03
H 2.508066 -0.487869 -2.545182 0.07 0.12 -0.21 0.02
H 2.742013 -2.082432 -3.259095 -0.02 0.01 -0.05 0.03
H 4.119397 -0.994817 -3.171147 0.00 0.22 0.05 0.02
H 5.966597 -1.732273 -0.718216 0.03 0.00 0.17 0.03
H 5.423929 -3.223633 0.108436 0.20 -0.03 -0.01 0.03
H 5.669008 -3.171844 -1.663433 -0.05 -0.19 0.06 0.02
H 0.902656 -2.769086 -1.830867 -0.23 0.18 0.03 0.09
H 0.898491 -2.031983 -0.179183 -0.04 0.18 -0.21 0.09
H 0.382697 -4.170818 0.840408 -0.01 0.08 -0.02 0.02
H 0.608742 -4.980619 -0.690082 -0.13 -0.07 -0.03 0.05
H -2.495219 -5.213701 -0.000563 0.02 -0.06 0.02 -0.12
H -1.891873 -4.063645 -2.337159 0.02 0.16 -0.11 -0.09
H -2.173561 -1.747702 0.787327 0.02 0.02 0.01 0.03
H -3.654647 -2.561639 0.307605 0.09 -0.10 0.21 0.03
H -3.603016 -0.434243 -0.841157 -0.03 0.04 -0.09 0.10
H -3.476654 -1.725890 -2.008481 0.24 -0.08 -0.15 0.09
H -1.293269 0.019352 -0.820617 0.22 0.04 -0.08 0.11
H -0.919758 -1.363507 -1.874277 0.10 0.08 -0.08 0.08
H -1.597977 -0.222297 -3.556055 -0.17 0.09 -0.04 0.09
O -1.445232 -1.520972 7.117480 -1.77 0.93 -1.30 -0.22
P -0.783923 -1.961288 5.881166 4.10 -1.80 1.42 0.44
O -0.783431 -3.567811 5.809010 -0.35 0.30 -0.09 -0.19
C -2.027696 -4.274290 5.670348 -0.24 -0.11 -0.13 -0.26
C -2.611987 -4.107326 4.282250 0.03 0.17 -0.05 -0.07
O 0.799143 -1.696598 6.149159 -0.16 -0.04 -0.38 -0.21
C 1.262456 -1.003439 7.300619 0.12 0.03 0.26 -0.29
C 1.636907 -1.968341 8.408325 0.10 -0.17 -0.03 -0.08
O -0.787720 -1.545677 4.370585 -1.65 0.71 0.33 -0.18
C 0.344333 -1.563462 3.471584 0.26 0.21 -0.68 -0.22
C 0.993727 -2.911998 3.289051 0.03 -0.21 0.37 -0.06
H -2.732450 -3.941146 6.437356 0.09 0.07 0.04 0.11
H -1.804225 -5.322840 5.863090 0.15 0.04 0.03 0.11
H -2.918074 -3.075353 4.104025 -0.05 -0.02 -0.01 0.07
H -3.484325 -4.746225 4.144262 0.03 -0.04 0.03 0.08
H -1.868790 -4.354404 3.525081 -0.08 -0.10 -0.04 0.07
H 0.522937 -0.280325 7.642194 -0.14 -0.12 -0.01 0.10
H 2.143500 -0.437542 6.988975 -0.01 -0.05 -0.09 0.12
H 0.851093 -2.706648 8.565895 -0.13 0.13 0.03 0.08
H 1.812450 -1.435411 9.344431 0.01 0.01 -0.01 0.07
H 2.544152 -2.515920 8.146875 0.01 0.01 0.00 0.07
H 1.064493 -0.806637 3.778870 -0.04 -0.05 0.29 0.11
H -0.064082 -1.233852 2.515772 -0.20 -0.03 0.09 0.11
H 1.485688 -3.255743 4.198222 -0.02 0.07 0.05 0.07
H 1.749150 -2.838586 2.504787 -0.09 0.04 -0.09 0.08
H 0.264332 -3.665855 2.998738 0.01 0.06 -0.10 0.06
O -2.558292 4.002421 -5.220128 1.22 -1.88 -0.93 -0.21
P -1.286460 4.583211 -4.775978 -1.30 4.21 1.67 0.45
O -1.220900 4.625720 -3.176714 0.25 -0.37 -0.27 -0.19
C -1.180080 3.387460 -2.428512 0.06 -0.32 0.17 -0.24
C 0.162256 2.693182 -2.552544 0.10 0.14 -0.17 -0.08
O -1.440007 6.175238 -5.093644 0.39 -0.17 0.06 -0.22
C -2.552907 6.691255 -5.815351 -0.27 0.14 -0.03 -0.29
C -3.641624 7.169868 -4.875899 0.04 0.10 0.18 -0.07
O 0.237993 4.482749 -5.183710 -0.46 -1.65 -0.60 -0.19
C 1.167093 5.576622 -5.181713 0.58 0.18 -0.21 -0.25
C 1.356446 6.252517 -3.844415 -0.23 0.05 0.22 -0.07
H -1.985363 2.728843 -2.751403 0.00 0.03 -0.06 0.10
H -1.363240 3.652673 -1.388276 -0.04 0.21 -0.06 0.12
H 0.328612 2.338835 -3.570911 -0.02 -0.08 0.03 0.07
H 0.211118 1.833146 -1.887233 -0.09 0.00 0.00 0.07
H 0.975447 3.380301 -2.309510 -0.02 0.00 0.08 0.07
H -2.936143 5.952126 -6.517169 0.00 -0.14 0.12 0.10
H -2.177795 7.530287 -6.406599 0.10 -0.02 0.05 0.11
H -3.857904 6.421208 -4.114410 -0.04 -0.13 -0.13 0.08
H -4.558901 7.388719 -5.424693 0.01 0.01 -0.01 0.07
H -3.325864 8.075870 -4.355172 0.00 0.01 -0.01 0.07
H 0.893396 6.291421 -5.956134 -0.25 0.00 0.07 0.11
H 2.113136 5.131471 -5.492325 -0.09 -0.17 0.01 0.12
H 0.460822 6.779955 -3.522874 -0.04 -0.03 -0.05 0.07
H 2.163598 6.982865 -3.925593 0.05 -0.06 -0.06 0.08
H 1.612197 5.530662 -3.069628 0.07 -0.01 -0.04 0.07



63
Properties=species:S:1:pos:R:3:forces:R:3:lowdin_charge:R:1 method="wB97M-V/def2-TZVPD" homo_ev=-9.00 homo_lumo_gap_ev=9.60 de_lowest_kcal_mol=8.0 energy_ha=-2000.081825 lumo_ev=0.603 smiles="Cc1ccc([C@]2(C)NC(=O)N(CC(=O)Nc3cc(S(=O)(=O)N4CCOCC4)ccc3C)C2=O)cc1"
C 2.464432 -0.935172 3.994897 0.03 0.00 0.00 -0.05
C 2.669695 -0.382063 2.618876 -0.09 0.05 -0.05 -0.27
C 3.875223 -0.576229 1.951170 -0.03 0.05 -0.05 -0.03
C 4.073438 -0.079470 0.678542 0.02 0.04 0.07 -0.02
C 3.066227 0.635650 0.039038 -0.13 0.03 0.04 -0.14
C 3.292615 1.129744 -1.388867 0.36 0.11 0.28 -0.35
C 4.468860 2.094767 -1.495769 -0.08 -0.22 -0.11 0.02
N 2.089034 1.674362 -1.979430 0.16 0.28 0.16 0.17
C 1.441286 0.771484 -2.737485 0.13 -0.04 -0.16 -0.48
O 0.333681 0.851430 -3.222413 -0.42 0.08 -0.21 0.08
N 2.303763 -0.315145 -2.907065 -0.21 0.01 -0.21 0.08
C 1.909282 -1.552980 -3.549846 -0.01 -0.22 0.11 0.00
C 1.105782 -2.330801 -2.493611 0.21 0.04 -0.48 -0.43
O 1.585378 -3.226618 -1.844095 0.19 -0.05 0.15 0.10
N -0.144805 -1.811633 -2.322067 -0.50 0.17 -0.24 0.15
C -0.833280 -1.862007 -1.091370 -0.11 0.07 0.54 -0.16
C -1.147160 -0.640731 -0.504052 0.07 -0.07 -0.16 0.01
C -1.693737 -0.600026 0.758106 -0.07 0.39 0.26 -0.27
S -2.032765 1.006843 1.453012 -0.40 -0.45 -0.34 0.68
O -1.149098 1.971572 0.860092 -0.06 0.05 -0.25 -0.29
O -2.048623 0.900528 2.887444 -0.12 -0.25 -0.10 -0.28
N -3.564236 1.280358 0.819783 1.00 -0.09 0.21 -0.23
C -4.649293 0.702252 1.588052 -0.35 -0.09 0.47 -0.16
C -5.064419 1.629496 2.735387 0.04 -0.30 0.04 -0.19
O -5.376976 2.919717 2.255632 -0.18 0.05 -0.07 -0.13
C -4.275309 3.495142 1.587644 0.12 0.04 -0.29 -0.18
C -3.850968 2.637026 0.393909 0.07 0.65 0.10 -0.17
C -1.958723 -1.765487 1.451030 -0.05 0.04 0.19 -0.05
C -1.722959 -2.979014 0.828889 0.04 0.13 -0.03 -0.02
C -1.172447 -3.057457 -0.447575 0.02 0.09 -0.07 -0.18
C -0.980703 -4.382015 -1.109082 0.16 -0.12 0.04 -0.03
C 3.479948 -0.143269 -2.218483 0.13 0.20 -0.10 -0.35
O 4.433753 -0.870347 -2.255840 0.13 -0.03 0.03 0.14
C 1.861927 0.832622 0.698393 0.13 0.07 -0.13 -0.01
C 1.670383 0.330599 1.974269 0.06 -0.04 0.05 -0.02
H 2.612186 -2.014222 3.994833 -0.02 -0.07 0.07 0.08
H 3.183911 -0.501331 4.688472 0.00 -0.01 0.10 0.08
H 1.461014 -0.717569 4.350712 -0.06 -0.02 0.09 0.08
H 4.665920 -1.133055 2.432604 0.09 -0.08 0.05 0.12
H 5.004327 -0.270166 0.167920 0.11 -0.03 -0.05 0.11
H 5.392167 1.569855 -1.270489 0.09 -0.01 0.06 0.09
H 4.344421 2.914762 -0.792601 -0.01 0.05 0.06 0.09
H 4.530947 2.493876 -2.505723 0.04 0.02 -0.08 0.09
H 1.624893 2.488232 -1.610998 -0.12 -0.11 -0.06 0.17
H 2.817351 -2.102655 -3.802821 -0.18 0.05 0.03 0.14
H 1.317816 -1.329972 -4.439741 0.08 -0.01 0.06 0.14
H -0.333150 -0.958519 -2.847344 0.15 -0.19 0.03 0.11
H -0.944784 0.286595 -1.016632 0.14 0.08 -0.16 0.11
H -4.312434 -0.257915 1.976815 -0.22 -0.11 0.03 0.11
H -5.492450 0.544795 0.907394 0.09 -0.05 0.05 0.14
H -5.967094 1.261199 3.225732 0.09 -0.05 0.00 0.13
H -4.241072 1.684209 3.460983 -0.16 0.00 -0.03 0.12
H -4.599115 4.485832 1.264508 0.12 -0.03 0.01 0.13
H -3.422817 3.589167 2.277639 -0.07 0.07 -0.03 0.13
H -2.944769 3.032529 -0.062079 -0.17 0.15 -0.11 0.11
H -4.654823 2.593679 -0.347516 0.07 -0.02 0.04 0.13
H -2.339291 -1.711997 2.458569 -0.06 -0.06 0.13 0.11
H -1.966225 -3.895584 1.345479 -0.02 -0.09 0.05 0.12
H -1.295701 -4.331226 -2.149747 -0.02 -0.05 -0.10 0.09
H 0.073794 -4.653989 -1.102510 -0.06 -0.06 -0.03 0.07
H -1.548880 -5.153326 -0.596648 -0.11 -0.04 0.00 0.08
H 1.048174 1.381208 0.250801 -0.04 0.02 -0.09 0.08
H 0.719905 0.504600 2.458536 -0.05 -0.01 0.14 0.10